{"formula": "C38H110N24O15", "method": "ωB97M-V with the def2-TZVPD basis set", "symbols": ["C", "H", "H", "H", "H", "C", "H", "H", "H", "C", "H", "H", "H", "C", "H", "N", "C", "C", "H", "H", "H", "O", "H", "H", "H", "C", "C", "O", "H", "H", "H", "H", "H", "H", "N", "H", "H", "H", "C", "C", "O", "N", "N", "C", "H", "H", "H", "H", "H", "N", "N", "H", "C", "H", "H", "C", "N", "C", "H", "O", "C", "H", "H", "H", "H", "H", "N", "H", "H", "C", "N", "O", "H", "C", "O", "H", "H", "H", "H", "H", "H", "C", "N", "H", "H", "H", "H", "C", "H", "H", "H", "N", "C", "H", "H", "H", "H", "C", "H", "C", "H", "H", "O", "H", "H", "H", "H", "O", "H", "H", "C", "C", "O", "C", "H", "H", "C", "H", "H", "O", "C", "C", "H", "H", "H", "H", "H", "H", "C", "H", "N", "H", "C", "H", "H", "N", "C", "H", "N", "N", "N", "O", "C", "C", "H", "H", "H", "H", "H", "H", "H", "H", "H", "C", "H", "N", "H", "H", "N", "N", "N", "H", "N", "H", "N", "C", "H", "H", "H", "C", "H", "N", "H", "H", "H", "H", "H", "O", "O", "O", "O", "H", "C", "C", "H", "H", "N"], "coordinates": [[-44.9619, -5.5934, -24.1188], [-47.2424, -8.7077, -27.6146], [-49.0751, -6.0197, -17.5798], [-39.7719, -4.7916, -24.4772], [-51.9173, -9.4959, -15.7655], [-44.5254, -7.0466, -23.7117], [-47.4829, -4.4104, -24.6720], [-40.0586, -9.9867, -16.5930], [-48.9098, -2.4112, -23.1925], [-48.4415, -12.6610, -18.5499], [-42.8174, -9.3670, -22.7992], [-43.0280, -6.8165, -25.3003], [-47.7304, -2.3896, -20.2558], [-40.1057, -12.5325, -20.0482], [-49.1601, -11.7286, -23.1364], [-42.7217, -7.4132, -16.1830], [-47.6041, -4.9971, -27.3792], [-41.6616, -1.3187, -25.4445], [-45.7540, -13.6173, -17.9060], [-46.4352, -14.1046, -19.4949], [-45.8118, -1.0564, -24.0820], [-47.8210, -10.0321, -25.2252], [-44.6385, -10.9902, -18.7352], [-48.0167, -1.0385, -23.2842], [-45.9317, -6.7956, -30.0957], [-47.0466, -12.2091, -19.0493], [-46.0172, -1.9377, -24.6878], [-49.4399, -6.4616, -20.9397], [-44.2915, -0.6642, -20.9655], [-49.2185, -12.4895, -19.2964], [-38.5724, -11.6976, -21.0644], [-40.7256, -0.9319, -23.7382], [-42.9547, -9.5898, -27.8415], [-43.4142, -12.2411, -18.0220], [-40.0223, -8.0223, -19.9161], [-43.3122, -8.0876, -16.6429], [-44.5068, -7.1534, -19.5752], [-47.9709, -7.9310, -21.1587], [-45.5566, -7.9648, -28.4633], [-48.4727, -5.4200, -21.2450], [-44.6961, -12.9076, -19.5466], [-42.3129, -10.1314, -27.2791], [-39.3684, -7.4534, -24.2885], [-50.1166, -3.3835, -20.8696], [-44.0595, -8.2223, -25.6756], [-41.9736, -9.5975, -26.4930], [-39.3686, -14.4009, -21.1062], [-47.3062, -7.2011, -29.0253], [-48.5980, -13.6798, -18.1980], [-44.7785, -3.7570, -21.0911], [-40.9818, -0.5032, -24.6137], [-38.4956, -9.2456, -22.8625], [-44.1138, -2.6692, -21.3131], [-38.8215, -11.4748, -18.6509], [-48.9740, -3.7808, -25.4338], [-51.1823, -9.3146, -16.5541], [-48.0069, -2.0367, -23.4492], [-48.9907, -7.6726, -21.4581], [-47.4451, -2.9360, -21.6761], [-44.3627, -8.0538, -28.5019], [-43.8034, -8.0847, -21.4249], [-41.5160, -9.3750, -17.4186], [-45.7373, -3.6437, -20.7663], [-47.9000, -1.5322, -25.5683], [-48.5793, -5.2096, -22.3162], [-47.3827, -12.6734, -21.0209], [-46.9880, -8.1738, -18.3866], [-39.0960, -6.2547, -20.8189], [-42.8020, -7.0972, -19.6219], [-48.1440, -6.3553, -17.1211], [-41.0197, -11.8488, -26.9270], [-50.0562, -8.5696, -16.1931], [-41.2405, -4.7611, -23.3931], [-47.8798, -7.8476, -17.2356], [-47.3031, -3.8330, -26.6029], [-44.3957, -4.6346, -21.4126], [-51.8513, -8.8499, -17.2830], [-46.6358, -9.6920, -22.8678], [-42.0788, -6.7587, -22.6704], [-46.8802, -9.1706, -18.5269], [-48.6100, -9.9624, -22.9863], [-39.8473, -11.8551, -18.6595], [-42.4278, -2.0674, -24.6899], [-50.9352, -10.3445, -16.8224], [-42.9245, -8.3830, -24.4762], [-44.9763, -9.8807, -23.3668], [-39.8765, -14.6615, -19.4396], [-43.6428, -7.7101, -19.9474], [-49.5728, -12.5811, -24.7891], [-49.1330, -7.6698, -22.5411], [-40.8140, -11.2241, -26.1621], [-47.2158, -11.8347, -20.4760], [-42.7570, -7.6226, -14.8719], [-50.6908, -2.9760, -20.0372], [-44.0284, -5.0258, -24.1233], [-50.8272, -4.0743, -21.3256], [-48.2562, -6.1653, -16.0528], [-40.9149, -10.2602, -17.2123], [-47.3510, -5.7049, -17.4904], [-45.9596, -13.3023, -18.9300], [-48.2558, -12.3808, -25.9778], [-40.4567, -12.6203, -27.2450], [-38.2969, -3.7117, -23.0500], [-42.5735, -1.9338, -23.6995], [-48.6658, -4.9947, -27.6376], [-48.6978, -11.8860, -17.8256], [-49.9052, -2.5350, -21.5199], [-40.5687, -9.0038, -25.2777], [-39.6650, -4.9551, -19.8993], [-49.6948, -8.2587, -18.2595], [-48.7714, -4.0971, -20.5275], [-47.5084, -2.2137, -24.8092], [-42.9020, -8.7392, -14.3966], [-43.9781, -11.8481, -18.8678], [-47.5993, -5.8687, -26.7146], [-40.3017, -8.7444, -19.2632], [-45.6626, -9.2041, -22.8535], [-45.4868, -1.8913, -25.6404], [-38.5730, -7.2243, -23.7116], [-42.7416, -6.1465, -22.3230], [-43.6099, -7.6343, -24.8755], [-39.5234, -3.7047, -22.9603], [-39.9800, -10.8322, -21.1333], [-41.5060, -10.9258, -16.5782], [-46.8321, -5.1702, -28.1223], [-49.0258, -9.6062, -17.8163], [-43.0112, -2.6356, -25.2885], [-40.2974, 0.0717, -25.0834], [-47.8907, -3.6550, -25.3503], [-39.6257, -6.6128, -24.7732], [-46.3479, -7.2789, -29.3179], [-46.5817, -7.2587, -23.0999], [-45.8437, -7.8885, -23.5982], [-46.8039, -11.2575, -18.5759], [-45.7749, -8.9540, -26.7069], [-46.2422, -8.6271, -27.5351], [-39.4781, -13.9207, -20.1357], [-39.5925, -2.1173, -21.6933], [-42.6751, -6.5070, -14.1440], [-39.7930, -5.9160, -20.1767], [-44.5905, -1.5761, -20.6627], [-41.9209, -11.5449, -28.9712], [-49.2032, -8.6304, -17.3512], [-48.4532, -10.8845, -24.6772], [-38.4666, -13.8752, -19.7182], [-42.4334, -6.5051, -16.5065], [-45.9702, -8.5377, -20.9204], [-46.0818, -8.0842, -24.6434], [-41.6239, -8.6933, -21.8553], [-45.3269, -1.6734, -19.9844], [-44.9603, -9.8985, -21.1126], [-42.5726, -10.0231, -21.2991], [-43.2164, -11.4649, -19.5479], [-41.7484, -11.2172, -27.8260], [-41.1889, -12.6592, -20.0983], [-39.0594, -9.5416, -23.6402], [-47.4407, -5.7754, -21.2285], [-45.4576, -5.6792, -25.0855], [-39.5803, -11.7616, -21.1179], [-40.1413, -2.8174, -22.1608], [-48.9660, -10.7906, -23.4376], [-39.4908, -8.1567, -20.7541], [-47.5415, -3.2744, -20.7160], [-46.2310, -11.6218, -20.6155], [-43.8900, -6.9847, -22.3624], [-45.1043, -8.8817, -21.4882], [-49.4675, -8.5436, -21.0028], [-45.5360, -4.9605, -23.4405], [-41.1458, -2.9122, -22.2106], [-39.7872, -8.6955, -24.4111], [-47.4958, -7.8327, -19.1943], [-40.2757, -4.5863, -23.6303], [-39.2097, -10.5314, -23.7590], [-48.8207, -4.3262, -19.4617], [-42.9110, -6.6590, -13.1763], [-43.6642, -8.5878, -19.2988], [-42.7148, -5.6178, -14.6106], [-43.1071, -2.6427, -22.0437], [-40.6938, -6.5426, -18.2516], [-41.7101, -1.1955, -26.6485], [-40.7611, -10.8416, -18.4793], [-39.8559, -12.7553, -18.0365], [-42.6545, -9.0408, -21.7674], [-40.1995, -6.8668, -19.3095], [-47.4739, -8.2386, -16.3012], [-45.5141, -2.8125, -24.2690], [-48.7574, -12.1149, -25.1450]], "spin_multiplicity": 1, "gap_ev": 8.53, "lumo_ev": 0.1, "e_above_lowest_kcal_mol": 0.0, "energy_ev": -107665.818}

{"formula": "C9H14", "method": "ωB97M-V with the def2-TZVPD basis set", "symbols": ["H", "C", "H", "H", "H", "C", "H", "C", "H", "H", "C", "C", "H", "C", "H", "H", "C", "C", "H", "H", "C", "H", "H"], "coordinates": [[-0.5348, -3.8107, -2.1585], [0.1993, 2.7610, -0.9290], [-0.7084, -2.0412, -2.0159], [-1.4830, -2.1251, 0.1935], [-0.2574, -0.3507, 2.4618], [2.1925, 2.1174, 0.2337], [2.1965, 3.3065, -1.5461], [1.4402, 1.3796, 1.1301], [-1.5695, 1.7181, -0.4603], [-0.6959, -3.5459, 0.6412], [1.5831, 2.8084, -0.8142], [-0.4091, -2.9542, -1.4965], [3.2580, 2.2812, 0.3526], [-0.7435, 0.2381, 1.6964], [0.6683, -2.8605, -1.3357], [-0.2532, 3.4194, -1.6679], [-1.2063, -3.1000, -0.2159], [0.0853, 1.1620, 0.8617], [-1.4382, -0.3524, 1.1101], [-2.1905, -3.5572, -0.2561], [-0.5228, 1.8174, -0.2039], [-1.4389, 0.7546, 2.3870], [1.8283, 0.9341, 2.0318]], "smiles": "Cc1ccccc1.CC", "spin_multiplicity": 1, "gap_ev": 9.92, "lumo_ev": 1.0, "e_above_lowest_kcal_mol": 15.0, "energy_ev": -9559.531}

{"formula": "C6H8N2S", "method": "ωB97M-V with the def2-TZVPD basis set", "symbols": ["H", "C", "N", "C", "N", "H", "C", "S", "C", "C", "C", "H", "H", "H", "H", "H", "H"], "coordinates": [[0.0134, -1.0683, -1.8341], [-1.9034, 1.0714, 0.1086], [-3.6069, -0.3456, 0.1579], [-1.4090, 2.3138, 0.0747], [-3.2582, 0.7908, 0.3943], [0.2853, 0.6829, -1.8935], [-1.1961, -0.1934, -0.2632], [-2.4415, -1.4349, -0.2691], [-0.0040, -0.2243, -1.1979], [0.9211, -1.6089, 0.7413], [0.1775, -0.2978, 0.2748], [-0.3789, 2.6092, -0.2442], [0.6220, 0.5058, 0.7467], [0.4452, -2.5468, 0.4483], [0.7876, -1.7592, 1.7827], [-2.0873, 3.2074, 0.4098], [1.9381, -1.6452, 0.5645]], "smiles": "C=C1N=NS[C@@]12C[C@@H]2C", "spin_multiplicity": 1, "gap_ev": 8.75, "lumo_ev": 0.2, "e_above_lowest_kcal_mol": 79.4, "energy_ev": -20163.598}

{"formula": "C27H32BGeIN5Zr", "method": "ωB97M-V with the def2-TZVPD basis set", "symbols": ["H", "H", "H", "H", "N", "C", "H", "C", "C", "C", "N", "N", "H", "H", "H", "Zr", "N", "C", "H", "C", "H", "C", "C", "H", "C", "H", "C", "C", "C", "H", "C", "C", "C", "I", "C", "H", "H", "C", "Ge", "H", "H", "H", "H", "H", "H", "C", "H", "C", "C", "H", "C", "C", "H", "N", "H", "C", "C", "H", "H", "H", "C", "C", "H", "H", "C", "H", "B", "H"], "coordinates": [[-5.4128, 0.5791, 0.3242], [-3.6929, 1.9793, -2.2130], [2.2979, -0.9302, 1.3848], [-2.1249, -1.5571, 4.4904], [-1.1746, 0.4832, 2.0088], [1.3014, -1.2841, -1.0547], [0.9714, 3.2190, 0.7330], [3.9422, 1.5314, 0.0095], [-1.3288, -0.6245, 2.7492], [1.6741, -0.0582, 1.5751], [-1.0343, 2.1318, -0.4134], [-1.2930, -1.3542, -0.1899], [-0.8768, -1.5313, 2.3734], [4.7187, 0.7745, 0.1464], [-2.9970, 0.6703, -0.0361], [0.1789, 0.3925, -0.0453], [0.9709, 1.6711, -2.1330], [-4.7202, -2.7339, 0.4261], [-2.7056, 3.6410, -2.7935], [1.7193, 2.9219, -4.4899], [1.2294, -0.1529, 2.5639], [2.1822, 3.3882, -3.2694], [0.6052, -2.4649, -0.7522], [2.1214, 3.0787, -1.1537], [1.6065, 3.0873, 1.6115], [2.2005, 3.9982, 1.7063], [-4.8432, -0.3412, 0.3087], [0.8497, 1.8463, -4.5173], [-1.9394, 2.5346, -1.0232], [-2.8206, 2.6526, 3.9611], [-1.7102, 1.6261, 2.4561], [2.5807, -1.4625, -1.5558], [-2.5739, 0.5545, 4.3977], [-0.9520, -0.2177, -3.2798], [2.4283, -3.8769, -1.3905], [4.1347, -2.8192, -2.1388], [-1.5819, 2.4971, 1.8310], [0.5023, 1.2661, -3.3127], [2.8156, 1.5329, 1.6073], [2.8695, -4.8553, -1.5222], [-5.2037, -3.6942, 0.5499], [3.4771, 1.8883, 4.0394], [4.5817, 2.7004, 2.9092], [-2.7767, -3.5968, 0.1640], [-3.8664, 3.6769, -1.1269], [-2.4094, 1.7034, 3.6452], [2.8403, 4.2430, -3.2022], [4.0150, 1.7854, 3.0956], [-3.3549, -2.6874, 0.2102], [-3.1232, 0.5809, 5.3305], [1.1418, -3.7417, -0.9054], [-3.4720, -0.2888, 0.1035], [2.0152, 3.4032, -5.4128], [-0.7349, -2.4535, -0.3570], [3.4081, 1.2895, -0.9059], [-2.0222, -0.6334, 3.9378], [3.1344, -2.7292, -1.7310], [0.5300, -4.6009, -0.6556], [4.7104, 0.9487, 3.1766], [0.4306, 1.4761, -5.4415], [1.7864, 2.7395, -2.1225], [-2.7313, -1.4533, 0.0528], [3.1799, -0.6065, -1.8360], [4.4273, 2.5019, -0.1180], [-5.4715, -1.5635, 0.4756], [0.9507, 3.0200, 2.4818], [-3.1588, 3.0127, -1.8548], [-6.5416, -1.6088, 0.6360]], "spin_multiplicity": 1, "gap_ev": 7.26, "lumo_ev": -4.2, "e_above_lowest_kcal_mol": 0.0, "total_charge": 1, "energy_ev": -102535.966}